{"formula": "C43H78As4F24N14O3", "method": "ωB97M-V/def2-TZVPD", "total_charge": 2, "gap_ha": 0.3300, "symbols": ["O", "C", "O", "O", "H", "C", "C", "N", "C", "C", "N", "C", "C", "H", "H", "H", "H", "H", "H", "H", "H", "H", "H", "H", "C", "C", "N", "C", "C", "N", "C", "C", "H", "H", "H", "H", "H", "H", "H", "H", "H", "H", "H", "C", "C", "N", "C", "C", "N", "C", "C", "H", "H", "H", "H", "H", "H", "H", "H", "H", "H", "H", "C", "C", "N", "C", "C", "N", "C", "C", "H", "H", "H", "H", "H", "H", "H", "H", "H", "H", "H", "C", "C", "N", "C", "C", "N", "C", "C", "H", "H", "H", "H", "H", "H", "H", "H", "H", "H", "H", "C", "C", "N", "C", "C", "N", "C", "C", "H", "H", "H", "H", "H", "H", "H", "H", "H", "H", "H", "C", "C", "N", "C", "C", "N", "C", "C", "H", "H", "H", "H", "H", "H", "H", "H", "H", "H", "H", "As", "F", "F", "F", "F", "F", "F", "As", "F", "F", "F", "F", "F", "F", "As", "F", "F", "F", "F", "F", "F", "As", "F", "F", "F", "F", "F", "F"], "xyz": [[0.603, 0.744, 0.132], [0.500, 1.104, 1.573], [-0.415, 0.444, 2.082], [1.362, 1.920, 2.028], [-0.217, 0.294, -0.022], [6.774, -3.862, -2.278], [5.874, -3.794, -3.516], [4.478, -3.446, -3.077], [3.616, -4.263, -2.271], [2.548, -3.528, -1.994], [2.722, -2.294, -2.539], [3.866, -2.292, -3.236], [1.845, -1.152, -2.457], [7.172, -2.858, -2.028], [7.630, -4.557, -2.406], [6.150, -4.150, -1.358], [5.759, -4.747, -3.962], [6.210, -3.026, -4.249], [3.813, -5.288, -2.084], [1.680, -3.728, -1.453], [4.348, -1.479, -3.774], [0.886, -1.535, -2.051], [1.568, -0.855, -3.472], [2.409, -0.358, -1.932], [-3.461, -5.861, -3.667], [-3.345, -5.035, -2.357], [-4.042, -5.690, -1.263], [-5.401, -5.653, -1.204], [-5.739, -6.286, -0.045], [-4.509, -6.667, 0.572], [-3.539, -6.308, -0.228], [-4.382, -7.296, 1.856], [-2.986, -6.874, -3.533], [-2.977, -5.193, -4.353], [-4.534, -5.978, -3.914], [-3.596, -3.988, -2.567], [-2.244, -5.039, -2.197], [-6.062, -5.216, -1.963], [-6.679, -6.310, 0.388], [-2.489, -6.175, 0.028], [-3.480, -7.908, 1.851], [-5.191, -7.942, 2.077], [-4.199, -6.603, 2.639], [-4.482, -2.149, 3.801], [-4.671, -2.317, 2.244], [-4.272, -1.113, 1.542], [-3.027, -0.523, 1.588], [-3.156, 0.674, 0.884], [-4.432, 0.739, 0.420], [-5.100, -0.329, 0.912], [-5.113, 1.877, -0.079], [-3.401, -2.179, 3.913], [-4.858, -3.024, 4.364], [-4.942, -1.240, 4.274], [-5.746, -2.559, 2.027], [-3.980, -3.118, 1.869], [-2.149, -0.941, 2.080], [-2.516, 1.494, 0.697], [-6.211, -0.519, 0.772], [-6.181, 1.647, -0.315], [-4.647, 2.167, -1.157], [-4.940, 2.864, 0.402], [7.739, -1.256, 3.449], [7.395, -2.527, 2.682], [5.911, -2.747, 2.525], [5.083, -3.861, 2.782], [3.767, -3.457, 2.655], [3.802, -2.095, 2.347], [5.077, -1.726, 2.364], [2.720, -1.235, 2.019], [7.307, -0.259, 3.246], [8.783, -1.132, 3.232], [7.697, -1.387, 4.515], [7.772, -3.355, 3.231], [7.791, -2.523, 1.668], [5.557, -4.827, 2.967], [2.797, -3.947, 2.815], [5.496, -0.750, 2.169], [1.858, -1.472, 2.627], [2.362, -1.348, 0.982], [3.032, -0.269, 2.340], [5.143, 4.795, -0.933], [3.843, 4.228, -0.348], [3.070, 3.529, -1.421], [1.771, 2.984, -1.340], [1.493, 2.427, -2.521], [2.550, 2.731, -3.365], [3.487, 3.351, -2.639], [2.698, 2.263, -4.782], [4.967, 5.392, -1.867], [5.906, 4.046, -1.083], [5.419, 5.546, -0.206], [3.218, 5.016, 0.013], [3.900, 3.496, 0.498], [1.098, 3.128, -0.474], [0.509, 2.082, -2.753], [4.441, 3.607, -3.014], [3.697, 2.249, -5.130], [2.114, 2.890, -5.449], [2.377, 1.220, -4.807], [0.689, 4.477, 8.794], [-0.473, 3.558, 8.291], [-0.236, 3.095, 6.925], [0.456, 2.019, 6.445], [0.384, 2.103, 5.097], [-0.357, 3.197, 4.769], [-0.784, 3.749, 5.859], [-1.028, 3.515, 3.411], [0.886, 5.276, 8.062], [1.565, 3.831, 8.953], [0.432, 4.855, 9.779], [-1.329, 4.167, 8.264], [-0.600, 2.698, 8.961], [0.997, 1.373, 7.049], [0.873, 1.515, 4.307], [-1.359, 4.609, 5.860], [-0.893, 2.809, 2.661], [-0.606, 4.451, 3.047], [-2.099, 3.612, 3.604], [-5.102, 7.386, -4.027], [-3.835, 6.642, -3.643], [-3.923, 5.238, -3.982], [-2.891, 4.394, -4.111], [-3.316, 3.132, -4.075], [-4.675, 3.180, -4.016], [-5.026, 4.486, -3.968], [-5.565, 1.981, -4.227], [-5.423, 7.153, -5.014], [-4.947, 8.448, -3.886], [-5.871, 7.124, -3.297], [-3.538, 6.705, -2.605], [-2.954, 6.923, -4.187], [-1.896, 4.763, -4.180], [-2.683, 2.247, -4.213], [-6.045, 4.800, -3.802], [-5.009, 1.084, -4.201], [-6.052, 2.052, -5.196], [-6.280, 1.948, -3.426], [-1.549, 4.774, -0.355], [-0.464, 5.039, -1.692], [-1.648, 3.077, -0.671], [-2.591, 4.579, 0.979], [-1.498, 6.525, -0.002], [-2.997, 4.998, -1.361], [-0.233, 4.483, 0.658], [5.594, -0.064, -0.674], [6.728, -0.676, -1.913], [4.862, -1.669, -0.632], [4.534, 0.417, 0.633], [6.174, 1.538, -0.699], [4.448, 0.363, -1.942], [6.776, -0.607, 0.450], [-0.657, -4.004, 1.080], [0.826, -4.694, 1.504], [-0.790, -3.016, 2.438], [-2.205, -3.400, 0.513], [-0.491, -5.071, -0.421], [-1.443, -5.317, 1.959], [0.126, -2.790, 0.145], [-2.454, -0.960, -2.990], [-2.669, -1.770, -4.499], [-3.304, 0.436, -3.694], [-2.069, -0.153, -1.484], [-1.749, -2.390, -2.364], [-0.950, -0.321, -3.679], [-3.951, -1.455, -2.379]], "forces_ev_per_a": [[1.28, 1.62, 1.63], [1.65, -0.14, -1.57], [-0.16, 0.67, 1.22], [-1.85, -1.64, -0.95], [-0.76, -0.65, -0.21], [-0.10, 0.29, 1.33], [-0.65, 1.10, 0.98], [-0.60, -1.17, 0.60], [1.94, 0.41, -1.50], [0.04, 0.88, 0.01], [1.07, 0.17, -1.56], [0.53, 0.24, 0.48], [-0.85, 0.04, -0.08], [-0.21, -0.61, -0.25], [-0.67, 0.35, 0.02], [0.98, 0.08, -1.37], [0.19, -0.88, -0.75], [-0.34, -0.66, 0.48], [0.30, -0.49, 0.20], [-1.22, -0.48, 0.83], [-0.54, -0.01, 0.33], [0.69, 0.77, 0.41], [0.21, 0.20, 0.05], [-1.06, -0.35, 0.01], [-0.93, -0.28, 1.51], [2.42, -0.89, -1.60], [-0.36, 1.48, -1.77], [-0.96, -0.65, 0.78], [2.57, 0.56, -0.55], [-2.91, 0.13, -0.51], [1.62, 1.19, 0.40], [1.68, -0.75, 0.05], [-0.37, 1.16, -0.43], [0.29, -0.33, -0.94], [0.60, -0.07, -0.26], [-0.54, -0.39, 0.76], [-0.84, 0.20, 0.75], [0.70, -0.21, 0.43], [-1.35, -0.64, 0.98], [-0.07, -0.74, -0.05], [-0.06, -0.11, -0.17], [-0.96, -0.39, 0.04], [-0.24, 0.93, 0.61], [-0.01, -0.30, -0.48], [-0.39, -1.11, 1.19], [0.33, -0.01, 0.65], [0.34, 1.43, -0.76], [0.14, -1.62, 0.93], [-1.07, -1.13, 2.01], [-2.21, 0.57, -1.56], [0.32, 2.45, -4.57], [0.08, 0.41, 0.55], [0.02, 0.33, -0.56], [0.49, -0.69, -0.83], [1.10, 0.32, -0.19], [-0.88, 0.51, 0.42], [-0.43, 0.13, -0.29], [0.85, 0.29, -0.13], [1.85, 0.29, 0.18], [0.90, 0.24, 0.66], [-0.92, -0.97, 2.17], [-0.29, -1.11, 0.59], [0.46, 0.41, -0.10], [-1.65, 0.71, -0.60], [-1.60, -0.19, 1.25], [0.18, 0.02, -0.43], [0.76, 0.06, 0.03], [1.87, -1.79, 0.70], [0.76, 0.68, -0.88], [-1.62, 0.01, 0.03], [-0.25, -0.87, -0.51], [0.74, 0.25, -0.02], [-0.30, -0.30, 0.52], [0.31, -0.79, 0.29], [0.12, 0.05, 0.12], [-0.54, 0.38, 0.03], [0.77, 0.05, -0.31], [-0.71, -0.06, 0.11], [-0.23, -0.32, 0.31], [0.63, 0.43, 0.31], [-0.12, 1.01, -0.58], [-1.05, 0.66, 0.16], [-0.20, -1.31, -0.58], [-1.37, 0.03, 1.17], [0.50, 0.84, 1.77], [-0.13, 0.97, -0.15], [0.47, -0.86, -0.99], [-0.27, -0.64, -1.27], [-1.15, -0.20, 1.22], [0.00, -0.68, 0.73], [0.25, -0.08, 0.02], [0.74, 0.04, 0.20], [-0.51, 0.62, 0.08], [0.53, 0.56, -0.79], [1.00, -0.37, -0.56], [-0.07, -0.56, -0.70], [0.62, 0.15, -0.26], [1.22, 0.37, 0.13], [-0.20, -0.08, 0.07], [-0.30, 0.24, -0.10], [-0.21, -1.42, -0.33], [2.03, 0.14, 0.66], [-1.67, 1.20, -0.72], [-0.34, 1.33, -0.88], [1.19, -1.17, -1.42], [-1.20, -1.04, -2.71], [1.71, -1.04, 1.99], [0.17, 1.77, 2.07], [0.02, -0.25, 0.46], [0.04, 0.48, -0.28], [-0.12, 0.33, -0.06], [-1.40, 0.36, 0.01], [-0.13, 0.26, -0.29], [0.70, -1.00, 0.97], [-0.51, 0.30, 0.40], [-1.14, 1.40, 0.43], [0.72, -1.66, -0.68], [-0.14, -0.05, 0.14], [0.25, 0.12, 0.07], [0.47, -0.01, 1.68], [0.33, 0.20, -0.58], [-2.07, -1.06, 0.14], [1.82, 0.57, 0.26], [1.12, -1.14, -0.99], [-0.66, -0.41, -0.42], [-0.53, -0.92, 0.63], [-0.26, 1.74, -0.04], [-0.24, -0.03, -0.84], [0.07, 0.22, -0.27], [-0.21, -0.04, -0.22], [-0.38, 0.10, 0.32], [0.31, 0.83, -0.47], [0.49, 0.15, 0.13], [-0.91, 0.44, 0.24], [0.20, 0.19, -0.19], [0.79, -0.51, 0.07], [-0.10, 0.22, 0.04], [-0.48, 0.10, 0.23], [-0.86, 2.14, -0.91], [-0.50, -0.19, -0.13], [0.01, -0.35, -0.40], [-0.86, -0.32, 0.98], [-0.06, -1.31, -0.47], [0.67, -0.01, 0.18], [1.33, -0.10, 0.81], [-0.10, -1.13, -1.19], [-0.95, 0.83, 0.38], [0.04, 0.36, 0.10], [0.12, -0.04, -0.61], [0.52, 0.30, -0.22], [0.21, 0.01, 0.36], [0.37, 0.20, 0.63], [-0.74, -1.60, -2.70], [1.31, 0.01, 0.86], [0.17, 0.70, 1.00], [0.10, -0.58, 0.08], [-0.95, 0.68, 1.17], [-0.27, 0.34, -0.57], [0.25, 0.43, 0.13], [1.63, 0.92, -1.07], [-0.44, -0.22, -0.05], [0.65, -0.53, 0.70], [-0.29, 0.15, -0.68], [0.64, -0.27, 0.11], [-0.39, -0.15, 0.62], [-1.36, -0.39, 0.52]], "mulliken_charge": [1.11, -0.19, -0.26, -0.75, -0.55, -0.68, -0.46, 0.24, -1.56, -0.34, 0.54, -0.24, 0.13, 0.07, 0.44, 0.15, 0.37, 0.32, 0.53, 0.91, 0.37, -0.48, 0.30, 0.06, -1.30, -0.13, 0.42, -0.21, -0.76, 0.13, -0.25, -0.92, 0.32, 0.44, 0.33, 0.00, 0.13, 0.44, 0.51, 0.61, 0.39, 0.39, 0.31, -1.20, -0.10, 0.52, -0.85, -1.02, 0.57, -0.09, -0.69, 0.34, 0.38, 0.30, 0.40, -0.18, 0.67, 0.61, 0.28, 0.32, 0.07, 0.31, -1.17, -0.39, 0.39, -0.88, -0.16, 0.42, -0.81, -1.25, 0.31, 0.41, 0.40, 0.53, 0.17, 0.46, 0.52, 0.72, 0.58, -0.10, 0.63, -1.59, -0.06, 0.77, -0.61, -1.24, 0.42, -0.40, -0.83, 0.40, 0.29, 0.45, 0.45, 0.25, 0.15, 1.00, 0.47, 0.38, 0.31, 0.25, -1.00, -0.60, 0.15, -0.80, -0.30, 0.34, -0.10, -0.22, 0.33, 0.30, 0.36, 0.32, 0.37, 0.52, 0.53, 0.53, -0.58, 0.39, 0.37, -1.44, 0.01, 0.16, -0.66, -0.42, 0.20, -0.25, -0.70, 0.40, 0.41, 0.38, 0.21, 0.36, 0.54, 0.51, 0.40, 0.08, 0.37, 0.38, 2.02, -0.48, -0.58, -0.47, -0.56, -0.51, -0.43, 1.91, -0.54, -0.39, -0.39, -0.39, -0.46, -0.43, 2.10, -0.41, -0.36, -0.39, -0.54, -0.55, -0.46, 2.46, -0.57, -0.50, -0.59, -0.48, -0.49, -0.54]}